Formula: C35H31BF2IrN4O2
Source: OMol25
Level of theory: ωB97M-V/def2-TZVPD

Positions of all 76 atoms, in Å:
Ir1 -0.81993 1.01505 -0.03467
F1 -0.79566 -1.18254 3.07222
F2 1.10093 -1.40054 4.32680
O1 3.10043 -3.54080 0.43471
O2 1.22541 -0.77740 2.06676
N1 2.21151 -3.63481 3.01532
N2 0.67581 -0.61192 -1.08997
N3 -0.49510 1.52109 -2.11097
N4 -1.31799 1.60500 1.90844
C1 0.92535 -1.45296 -3.42966
C2 -3.42176 4.69529 1.76624
C3 0.87556 -3.99335 -0.42215
C4 -2.89417 3.46712 1.36108
C5 2.59384 -0.67242 1.96455
C6 -4.43104 3.23390 -2.12085
C7 -0.34842 -0.43127 -5.22822
C8 5.33838 -0.19728 1.70935
C9 4.88374 -1.31329 2.37714
C10 -1.89390 4.85479 3.61358
C11 0.53272 -1.36024 -4.82011
C12 1.78112 -3.74105 0.60568
C13 3.21431 -2.82946 3.17236
C14 -2.93666 5.37610 2.87141
C15 -1.87449 2.94062 2.16878
C16 -2.63750 1.73928 -0.38468
C17 -4.27276 3.46714 -0.80745
C18 1.29247 -3.72768 1.92073
C19 -1.89351 1.40059 -4.63722
C20 -0.04644 -3.96447 2.19998
C21 4.41305 0.68992 1.17290
C22 -0.46774 -4.20149 -0.13903
C23 3.68256 -3.92020 -0.81949
C24 -1.36933 3.62043 3.26040
C25 -3.73063 2.11155 -2.83709
C26 -1.65578 2.32879 -2.38202
C27 0.52077 -0.54000 -2.52966
C28 3.51029 -1.60132 2.48354
C29 -2.78387 1.46176 -1.82512
C30 3.05312 0.46251 1.31890
C31 -3.29165 2.80909 0.10294
C32 -2.42563 2.44183 -3.70434
C33 -0.93901 -4.18253 1.16582
C34 -0.87656 0.56028 -4.30872
C35 -0.26929 0.58524 -2.97192
B1 0.51784 -1.13605 3.16912
H1 -0.57015 1.45980 2.57916
H2 -1.98239 -4.36477 1.37812
H3 -0.56959 3.18320 3.84897
H4 -5.16877 3.81282 -2.66353
H5 3.41173 -4.94473 -1.07417
H6 -1.15019 -4.40560 -0.95369
H7 -4.90643 4.23053 -0.37760
H8 -2.44238 3.41944 -4.19051
H9 -0.70579 -0.41581 -6.25004
H10 4.74877 1.58327 0.66314
H11 -2.60238 0.41771 -2.07997
H12 -4.22359 5.14816 1.20366
H13 4.75606 -3.84490 -0.68151
H14 6.39851 -0.00666 1.62494
H15 0.44466 -1.54742 -0.76750
H16 1.62848 -0.42311 -0.78767
H17 1.22510 -4.06513 -1.44187
H18 0.91837 -2.09559 -5.51157
H19 -2.04278 0.92120 2.14762
H20 -1.57613 3.27799 -1.86291
H21 -2.28751 1.35627 -5.64805
H22 -4.44611 1.44752 -3.32548
H23 2.32594 1.17984 0.95520
H24 -0.38537 -3.98026 3.22974
H25 2.12144 -4.37317 3.70661
H26 1.52057 -2.30451 -3.11993
H27 -1.49594 5.39093 4.46362
H28 3.37120 -3.23725 -1.61139
H29 5.59446 -2.00282 2.81606
H30 3.90281 -3.11845 3.96099
H31 -3.37303 6.32719 3.14416

* energy relative to the best compared isomer or geometry (same formula, charge and spin): 111.6 kcal/mol
* molecular weight: 780.68 g mol⁻¹
* energy: -2050.2501 Ha
* HOMO energy (spin up / spin down): -11.829 / -11.791 eV
* Kohn-Sham gap (spin up / spin down): 5.1 / 5.0 eV
* multiplicity: 2
* <S²>: 0.757
* charge: +2

Formula: C35H31F4N2OOsS3Si
Source: OMol25
Level of theory: ωB97M-V/def2-TZVPD

Positions of all 78 atoms, in Å:
Os1 0.02424 0.42640 0.14438
S1 -1.40152 3.61251 1.14546
S2 -3.72667 0.49755 2.49904
S3 -5.09989 1.46589 -1.31400
Si1 -0.50865 -3.42706 0.61723
F1 0.55988 -1.30157 -4.58036
F2 3.72351 -2.78790 -0.43402
F3 0.00263 -0.37849 -2.15484
F4 4.25983 -3.63561 -2.86234
O1 -1.96776 0.03529 0.32462
N1 1.53982 -0.88251 0.01827
N2 0.72100 0.51091 2.14185
C1 1.36290 -1.65965 -3.57391
C2 0.04010 -0.55534 2.91249
C3 -1.17308 -3.97838 -3.86191
C4 -2.05639 -3.16361 -3.15861
C5 -3.55091 1.61051 1.20488
C6 -1.43486 2.24471 0.04962
C7 0.01581 4.23786 0.38836
C8 2.17323 0.19808 2.06708
C9 -2.43960 -4.10782 4.07330
C10 -2.62138 1.25398 0.06001
C11 -1.48333 -3.99908 3.08021
C12 0.12411 -4.34330 -1.88012
C13 2.45512 -2.47221 -3.80779
C14 -3.95670 0.74255 -3.46742
C15 -0.41768 2.35671 -0.91262
C16 1.07991 -1.20398 -2.30955
C17 -3.68742 -3.52655 3.88539
C18 -1.87521 -2.96130 -1.80460
C19 0.56344 1.75496 2.91577
C20 -3.02996 -2.70702 1.72295
C21 1.86027 -1.49611 -1.18379
C22 2.45804 -0.98134 1.15477
C23 3.21626 -2.81731 -2.71314
C24 -3.40718 1.15657 -1.24213
C25 -3.97931 -2.82483 2.72129
C26 -0.08972 -4.57305 -3.22816
C27 -0.78044 -3.55340 -1.15293
C28 -2.94678 0.77434 -2.47160
C29 -4.30989 2.72450 1.41356
C30 -1.77866 -3.31669 1.88632
C31 -5.04531 2.67397 2.62998
C32 -4.82446 1.52310 3.31833
C33 2.93363 -2.35838 -1.43585
C34 0.42573 3.50917 -0.66563
C35 -5.17575 1.09615 -2.97472
H1 0.98166 -4.79092 -1.38993
H2 -3.78047 0.47304 -4.49900
H3 -2.56443 -2.32616 -1.26179
H4 2.40285 -1.94313 1.67625
H5 -5.70194 3.46080 2.97086
H6 3.48940 -0.86775 0.82187
H7 -4.94781 -2.36088 2.59543
H8 0.82073 -3.81700 1.10927
H9 1.04664 2.57247 2.38636
H10 2.66096 1.08429 1.65903
H11 0.59270 -5.19978 -3.78602
H12 -3.25084 -2.12488 0.83818
H13 -0.47978 1.93736 -1.91096
H14 1.02186 1.62954 3.90171
H15 -4.35275 3.55354 0.72179
H16 -0.51084 -4.45758 3.22533
H17 -5.24635 1.22812 4.26563
H18 -6.11232 1.16417 -3.50424
H19 -4.43917 -3.61430 4.65910
H20 2.55548 0.02596 3.07849
H21 -1.00857 -0.29376 3.03628
H22 0.52148 -0.67541 3.88808
H23 -1.32889 -4.14371 -4.92023
H24 -2.88606 -2.69258 -3.66845
H25 1.26299 3.77486 -1.29501
H26 -1.92523 0.50135 -2.67629
H27 0.09291 -1.49375 2.37168
H28 -0.49200 1.97411 3.03044
H29 -2.21779 -4.64405 4.98571
H30 2.69110 -2.83454 -4.79732
H31 0.46715 5.14348 0.76514

* energy relative to the best compared isomer or geometry (same formula, charge and spin): 53.1 kcal/mol
* molecular weight: 886.16 g mol⁻¹
* energy: -3510.9155 Ha
* HOMO energy: -9.552 eV
* Kohn-Sham gap: 5.1 eV
* charge: +1

Formula: C35H31N5O2PS6SbZr
Source: OMol25
Level of theory: ωB97M-V/def2-TZVPD

Positions of all 82 atoms, in Å:
Sb1 2.73946 -3.93198 1.47878
Zr1 -0.19981 -0.61553 -1.24522
S1 -2.78100 0.82480 -1.71479
S2 1.04984 -2.90513 -1.43424
S3 2.41263 -3.44190 3.73320
S4 0.93484 -2.16646 0.51741
S5 4.78429 -2.95225 0.91100
S6 -3.05047 3.83577 -1.66767
P1 1.13398 1.09598 0.96222
O1 -0.33384 -0.83784 -3.28196
O2 -1.42583 -0.52411 0.47387
N1 -0.81706 2.62210 -2.22510
N2 -1.83263 -2.13951 -1.47964
N3 0.05990 1.55852 -2.16916
N4 -2.41712 -2.46921 -0.26315
N5 2.14408 -0.03873 -1.74846
C1 -1.63069 -2.75126 -3.79850
C2 3.02146 0.46155 -3.90522
C3 -2.10285 -1.61320 0.66813
C4 -3.46146 -1.31618 4.17106
C5 -3.07970 3.76889 0.14511
C6 2.02257 5.69926 1.20211
C7 -3.59320 -2.64770 4.53819
C8 -1.42856 -3.72537 -6.01355
C9 2.88168 0.63114 1.30854
C10 2.08969 0.62530 -2.91116
C11 -0.67841 -1.76777 -4.12555
C12 4.06835 -0.43762 -3.70835
C13 2.01993 4.93204 2.36309
C14 -2.05414 2.34162 -1.90072
C15 -3.22963 -3.65058 3.64127
C16 -0.58395 0.39438 5.21056
C17 -0.10979 -1.79628 -5.40885
C18 -1.99740 -3.70119 -4.75392
C19 1.43814 3.73208 -0.06055
C20 -0.46843 -2.76013 -6.32908
C21 -2.74444 -3.32285 2.38484
C22 0.34123 -0.48926 4.67330
C23 3.15923 -0.88826 -1.56605
C24 -2.20902 -2.83970 -2.46597
C25 1.41429 2.94754 1.09271
C26 1.73561 5.09267 -0.00983
C27 -0.59180 1.62649 3.14040
C28 0.39600 0.78855 2.61953
C29 -2.95903 -0.98776 2.91648
C30 0.83547 -0.29017 3.38612
C31 0.97662 1.57603 -3.03380
C32 4.15055 -1.10552 -2.51506
C33 1.72383 3.57674 2.30754
C34 -2.60393 -1.98529 2.01990
C35 -1.06180 1.44861 4.43404
H1 -3.73547 -0.52766 4.86436
H2 -0.97590 2.44566 2.54284
H3 1.57847 -1.00090 3.01677
H4 -2.96414 -3.59286 -2.27224
H5 3.24646 -1.38711 -0.60485
H6 -1.80992 2.12547 4.83217
H7 3.19237 1.08883 2.24670
H8 3.01794 -0.45093 1.37488
H9 4.81012 -0.59307 -4.48438
H10 -3.32041 -4.69189 3.92694
H11 1.21220 3.28780 -1.01369
H12 -3.33485 2.75565 0.45654
H13 2.25255 5.38959 3.31920
H14 -1.71544 -4.47999 -6.73578
H15 -3.96135 -2.90677 5.52543
H16 2.91759 1.02582 -4.82658
H17 0.70154 -1.34380 5.23824
H18 -2.45467 -4.08804 1.67779
H19 3.50776 1.00569 0.49903
H20 -3.84475 4.46633 0.49127
H21 0.62708 -1.03840 -5.64577
H22 -2.84200 0.04855 2.61787
H23 -2.10674 4.05655 0.54639
H24 2.25525 6.75717 1.24549
H25 0.00435 -2.76920 -7.30650
H26 1.73912 3.00049 3.22300
H27 -0.95455 0.25002 6.22066
H28 4.93183 -1.81967 -2.27674
H29 -2.73946 -4.44431 -4.47762
H30 1.73199 5.67529 -0.92471
H31 0.94535 2.27440 -3.86056

* energy relative to the best compared isomer or geometry (same formula, charge and spin): 20.4 kcal/mol
* molecular weight: 990.03 g mol⁻¹
* energy: -4794.6687 Ha
* HOMO energy: -1.381 eV
* Kohn-Sham gap: 5.1 eV
* charge: -2